DFT (ωB97M-V/def2-TZVPD) results for a molecular structure, C29H33B3BrF9O31 at a distorted geometry.

XYZ file:
```
106
Properties=species:S:1:pos:R:3:forces:R:3
Br -1.05554 -2.06330 4.94876 0.278 0.042 -0.353
F -6.77586 1.32280 2.22383 -0.024 -0.002 0.034
F 3.00487 -3.97748 9.59636 -0.035 0.009 0.028
F 1.45879 -0.09660 -5.54414 0.015 0.000 -0.027
F 5.25019 9.29305 -4.06195 -0.021 -0.010 0.041
F 2.20467 2.48753 0.04079 0.063 -0.057 0.039
F -5.60325 -3.75507 2.67258 -0.030 0.059 -0.116
F 8.67295 3.06352 1.01790 0.006 0.024 -0.051
F -3.78204 -8.28938 -2.45460 -0.042 0.034 0.034
F -0.46863 1.32187 0.03835 -0.018 0.007 -0.005
O -3.94813 -6.36381 -1.28306 0.231 0.194 -0.149
O -3.61634 2.88132 -2.68189 -0.048 -0.040 -0.024
O -3.79204 1.97294 -0.62668 3.514 -0.305 -1.602
O 7.34358 4.10073 -0.48508 -0.138 0.288 0.207
O 0.62380 -3.76872 7.11446 0.179 -0.124 0.316
O -5.67083 3.93865 0.26672 -0.091 -0.106 0.172
O 2.04619 1.69028 -3.31742 0.211 -0.049 0.216
O -0.04556 -3.13422 -5.99526 0.042 0.094 0.053
O 2.94421 0.93236 -1.42080 0.330 0.182 -0.168
O -1.86337 -6.19993 -0.50526 -0.122 -0.036 -0.055
O 5.45939 4.66841 -1.59220 0.030 -0.047 -0.077
O -3.78029 -0.85126 2.42570 0.017 0.067 -0.126
O -1.30471 -3.25101 -4.13081 -0.012 -0.039 -0.021
O -3.43604 -4.75692 0.21110 0.030 -0.173 -0.007
O -4.95772 -2.22411 1.13045 0.470 0.039 -0.055
O 2.81388 5.73132 -3.02736 -0.164 -0.007 0.001
O -1.76243 2.34319 -1.50987 -0.147 0.286 0.219
O 0.12538 -1.53177 -4.44393 0.160 -0.585 -0.091
O -1.10026 -2.91092 8.28020 0.017 0.052 0.016
O 4.02208 6.17882 -4.87158 0.067 0.145 0.094
O -7.14624 3.53119 1.89702 -0.220 0.020 -0.257
O 5.35094 3.78952 0.47485 0.198 0.007 -0.021
O 4.07541 7.59573 -3.14486 0.249 -0.239 -0.047
O 3.02901 -0.34185 -3.26892 0.132 0.062 0.023
O -4.17445 -0.27538 0.29788 -3.451 -2.836 0.452
O 0.81635 -3.49028 9.32543 -0.097 -0.314 -0.123
O 2.73459 -0.62380 2.06009 -0.448 0.334 -0.308
O -6.77249 5.65425 1.22443 0.021 0.012 0.058
O -0.36258 -3.23112 2.40293 0.103 0.666 -0.101
O 0.42683 -1.01861 2.70806 0.389 -0.184 0.532
O 1.53160 -2.47674 1.19129 -0.571 0.462 0.205
C -3.11456 -5.68407 -0.45498 -0.065 0.046 0.063
C 4.77771 7.31543 -5.29634 0.142 -0.101 -0.247
C 0.00010 -3.34327 8.24190 -0.156 0.179 -0.097
C -4.29870 -1.05158 1.19894 -0.554 -0.225 0.018
C 2.69840 2.31335 -1.21549 -0.225 -0.149 0.072
C 1.67614 2.61327 -2.28072 -0.204 0.543 -0.148
C 2.70850 0.67263 -2.73840 -0.319 -0.304 0.165
C -0.70681 -2.86227 -0.11906 0.595 0.829 0.029
C 7.59712 3.87325 0.89100 0.100 -0.261 -0.119
C 5.99706 4.23005 -0.63117 -0.084 -0.049 -0.129
C -0.26856 -1.78728 -1.13780 -0.379 0.022 0.228
C -1.90682 -7.38084 -1.31285 0.290 -0.073 -0.056
C 1.97731 -4.07970 7.45423 0.095 -0.154 -0.300
C -2.83318 1.39651 0.27455 2.275 2.008 -0.125
C 3.55966 6.43007 -3.62389 -0.146 -0.126 0.072
C -4.23626 -1.91412 3.27644 0.027 -0.005 0.350
C -3.13880 -7.13712 -2.15325 -0.147 -0.190 0.078
C 6.32251 3.20074 1.34666 -0.158 -0.071 0.259
C -5.57586 2.53960 0.56514 -2.170 0.181 0.710
C 1.25974 -1.40899 -5.28742 -0.084 0.687 -0.348
C 1.87770 -4.34156 8.93892 0.114 0.289 0.073
C -0.49102 -2.69409 -4.79133 -0.198 0.065 0.035
C 5.16534 7.94292 -3.97718 -0.180 0.211 -0.012
C -4.56288 -2.99019 2.26688 -0.222 -0.019 0.348
C 0.82442 -2.12996 -6.53876 -0.001 -0.301 -0.070
C -1.56288 2.11112 -0.12539 -0.283 0.266 0.007
C -6.88707 2.28736 1.26979 0.253 0.310 0.381
C -3.11255 2.44282 -1.70654 0.109 -0.190 -0.187
C -6.54823 4.49492 1.13627 0.138 0.131 0.036
B 1.58836 -1.35170 1.99199 0.450 -0.148 -0.440
B 0.20176 -2.87389 1.14781 -0.053 -1.352 -0.257
B -0.24910 -2.12863 3.18582 -0.494 0.203 0.380
H 1.72688 3.64150 -2.62651 0.137 -0.089 -0.268
H 7.80788 4.82569 1.38025 0.107 -0.034 0.023
H -5.46595 1.95996 -0.32422 -1.025 0.065 0.112
H 0.43161 -2.15570 -1.88007 0.026 -0.008 -0.030
H 2.33015 -4.93898 6.89012 -0.189 -0.023 -0.067
H 2.51921 0.31730 2.10133 0.242 -0.037 0.333
H -0.99888 -7.48272 -1.90069 0.051 0.204 0.062
H -2.75670 0.34547 0.10593 1.517 0.509 -0.324
H 0.66207 2.39380 -1.95282 0.058 -0.116 0.123
H 1.64943 -2.58150 -7.08273 -0.069 -0.206 0.083
H 6.08764 7.55350 -3.54307 0.039 0.103 0.014
H -4.73242 2.36280 1.22049 -0.404 0.041 0.381
H -3.11099 1.57792 1.30757 0.041 -0.015 -0.028
H -5.12456 -1.59299 3.82280 -0.081 -0.014 -0.131
H 2.61482 -3.22101 7.23794 0.030 0.021 0.168
H 2.13697 -1.82187 -4.79514 0.032 0.117 0.060
H 0.26333 -1.47869 -7.20980 -0.014 0.103 0.122
H -7.71795 2.03773 0.60803 -0.028 -0.131 0.083
H -3.45410 -2.17850 3.98251 -0.026 0.015 -0.203
H -2.95917 -6.57574 -3.07155 -0.057 -0.064 -0.049
H -2.02383 -8.25652 -0.67296 -0.144 -0.019 -0.052
H 1.62874 -5.37105 9.20232 0.103 -0.007 0.076
H -1.39388 3.06430 0.38097 0.269 -0.016 -0.031
H -0.78190 -3.83816 -0.59173 -0.144 -0.137 0.046
H -3.72972 -3.62994 1.99429 -0.040 -0.084 -0.021
H -1.17156 -1.42355 -1.62616 0.162 -0.009 -0.405
H 6.35506 2.12270 1.18256 0.141 0.014 -0.063
H 0.17084 -0.91820 -0.64550 0.121 -0.071 -0.005
H 3.62755 2.87422 -1.31168 -0.028 0.062 0.116
H -1.69950 -2.57098 0.23081 -0.173 -0.405 0.054
H 4.14214 7.97895 -5.88464 0.008 0.109 0.112
H 5.63196 7.01130 -5.89493 -0.044 -0.195 0.052
H 6.08034 3.39898 2.38696 -0.155 0.132 -0.070
```
Forces are in eV/Å.

**HOMO energy**: -10.69 eV
**Gap between HOMO and LUMO**: 10.8 eV
**Lowest unoccupied orbital energy**: 0.14 eV

---

DFT (ωB97M-V/def2-TZVPD) results for 2 unconnected molecules or ions with the total composition C2H3BrOS at a distorted geometry.

XYZ file:
```
8
Properties=species:S:1:pos:R:3:forces:R:3
Br 1.46776 1.23566 1.01308 1.144 0.477 0.666
S -0.49550 -1.58910 2.34480 -0.216 0.320 0.825
O -0.22475 -2.19829 1.03867 0.182 -0.377 -0.781
C -0.25536 1.09194 0.42563 -1.083 -0.319 -1.073
C -0.16890 0.59986 -0.96714 -1.201 -2.326 0.320
H 0.11914 -0.47513 -0.67707 -0.241 0.892 -0.318
H 0.62943 0.92241 -1.57624 1.122 0.556 -0.628
H -1.07183 0.41265 -1.60171 0.292 0.778 0.989
```
Forces are in eV/Å.

**HOMO energy (spin up / spin down)**: -8.89 / -8.94 eV
**Relative energy (zero: lowest compared OMol25 entry of this formula, charge and spin)**: 32.4 kcal per mole
**Gap between HOMO and LUMO (spin up / spin down)**: 8.4 / 7.7 eV
**2S+1**: 3
**Lowest unoccupied orbital energy (spin up / spin down)**: -0.47 / -1.26 eV
**⟨S²⟩**: 2.01

---

DFT (ωB97M-V/def2-TZVPD) results for a molecular structure, C46H50N4O6P3ReS2 at a distorted geometry.

XYZ file:
```
112
Properties=species:S:1:pos:R:3:forces:R:3
Re 0.21968 1.36726 0.99413 -0.978 -0.770 3.737
S 1.72119 2.02999 2.63154 -1.012 0.250 -0.658
S 5.11097 1.70832 2.42409 -0.483 0.034 0.327
P 3.52392 1.49988 3.55692 1.879 -0.097 0.002
P -1.14490 2.24399 -0.77979 -0.631 0.552 -0.983
P 1.55056 0.47601 -0.78562 1.086 -0.045 -1.000
O -0.63872 -1.30265 -1.14237 -0.434 -0.739 -0.178
O -1.07904 2.47629 2.35081 0.694 -0.008 -1.354
O -1.81650 -1.66529 4.40536 -0.035 0.043 -0.067
O -3.14652 0.36194 6.10067 0.042 -0.016 -0.060
O -2.60234 3.00945 4.91875 -0.005 -0.032 -0.113
O -0.77494 -0.16065 1.97317 1.198 0.794 -1.985
N -3.36065 -2.73590 -2.73176 0.008 -0.510 0.242
N -1.98782 -2.52076 -2.64778 0.091 0.438 -0.174
N 1.00790 0.15518 -3.44780 0.451 -0.204 0.093
N -1.54893 1.22185 -3.28161 -0.189 0.172 0.061
C -2.97965 -1.75790 -0.77433 -0.012 -0.050 0.119
C 3.23495 -2.60989 5.54758 0.020 -0.001 0.017
C -1.49146 0.13121 -6.75206 -0.124 -0.016 0.103
C 3.46503 2.67764 4.93248 -0.289 -0.156 -0.221
C -0.47567 3.84622 -1.35868 0.035 -0.066 0.362
C -1.90179 -0.48593 4.18228 0.122 -0.370 -0.133
C 2.40664 2.59296 5.83598 0.031 0.058 0.061
C -1.37879 0.27758 3.04217 -0.633 1.467 1.033
C 4.39879 3.69959 5.02671 0.011 0.021 -0.024
C -1.55153 1.65409 3.21444 -0.045 -1.450 0.330
C 2.58415 -1.08115 -0.50408 -0.246 -0.229 0.204
C -5.41211 -2.31278 -1.41389 -0.004 0.041 -0.073
C -2.29155 1.94499 4.45902 -0.012 0.298 0.102
C 1.71274 -2.22303 0.03095 -0.039 0.045 -0.194
C 0.98968 -4.19865 -4.10195 0.009 -0.013 -0.035
C -0.15346 -0.29579 -6.86947 0.146 -0.046 0.062
C 4.27927 4.63583 6.04395 -0.002 0.010 -0.004
C 0.54081 0.59574 -2.32498 -0.330 0.093 0.020
C 3.34558 -0.14654 4.30145 -0.355 0.310 -0.272
C 3.56345 -0.69408 0.60535 -0.005 0.139 -0.168
C -2.98026 2.58332 -0.55383 0.032 -0.169 0.217
C 3.22899 4.55415 6.94569 0.018 0.026 0.019
C -3.58404 1.33861 0.10450 0.161 0.008 -0.045
C 0.20203 -3.26517 -3.44786 -0.007 0.180 0.002
C -3.93990 -2.25488 -1.60328 0.213 -0.127 0.131
C 4.31594 -1.76721 5.77869 -0.014 0.024 -0.032
C -1.72408 -1.81456 -1.45384 -0.066 0.329 0.067
C 3.35294 -1.47122 -1.76272 -0.173 0.095 -0.075
C 2.27080 -0.99134 4.05684 -0.022 0.000 0.035
C -1.97926 0.57849 -5.55408 -0.114 0.034 -0.144
C 2.80717 1.73894 -1.22495 -0.019 0.061 0.406
C 2.21871 -2.22726 4.68585 -0.044 -0.078 -0.015
C -1.15144 -3.49871 -3.25752 0.038 -0.321 -0.045
C 2.29019 3.53470 6.84253 -0.055 -0.053 -0.023
C -1.12402 0.64905 -4.43919 0.435 -0.127 -0.025
C -3.69319 2.89976 -1.86891 0.098 -0.046 0.001
C -0.74610 1.24179 -2.26525 0.125 -0.383 -0.053
C -1.68888 -4.72076 -3.66231 -0.078 0.005 0.058
C 0.68280 -0.28592 -5.78604 0.068 -0.041 -0.145
C -0.89738 -5.64674 -4.32177 0.054 0.004 -0.004
C 4.37369 -0.53124 5.15816 0.030 -0.009 0.025
C -2.55164 0.57114 5.08852 -0.109 -0.063 0.206
C 0.20998 0.18705 -4.54909 -0.427 0.081 0.120
C -3.09425 3.79302 0.38600 0.235 0.031 0.021
C 0.44101 -5.38241 -4.56763 0.014 -0.051 0.040
C -3.99108 -2.73616 -4.04062 -0.089 0.284 -0.107
H 3.96557 -2.34651 -1.53961 0.004 -0.001 0.073
H -2.13263 0.10506 -7.62294 -0.023 -0.018 0.017
H -5.77907 -3.32738 -1.56991 -0.023 0.005 0.003
H 5.00073 5.43858 6.11525 0.006 -0.006 0.044
H 3.18527 -3.56788 6.04763 0.003 -0.018 -0.021
H 2.33095 2.71116 -1.33982 0.024 0.004 -0.060
H -1.33234 -6.58648 -4.63409 -0.011 -0.002 -0.005
H -2.44144 3.70610 1.25244 -0.080 0.057 0.043
H -2.86677 4.72349 -0.13389 -0.025 0.016 -0.010
H -3.30221 3.80656 -2.33145 -0.036 0.021 -0.021
H -3.59937 2.08734 -2.57867 -0.083 -0.038 -0.058
H -2.89998 0.91590 0.84349 -0.114 -0.034 0.090
H 4.01633 -0.67088 -2.09078 0.048 -0.043 -0.016
H 5.20051 3.76633 4.30287 0.002 -0.042 0.001
H 4.07564 -1.59151 0.95421 -0.043 -0.049 -0.029
H 1.38116 -2.88760 4.50344 -0.028 0.019 0.014
H 0.20732 -0.64642 -7.82684 0.015 -0.007 0.002
H -3.00730 0.89927 -5.44539 0.028 0.089 0.005
H -5.92570 -1.65625 -2.11917 -0.019 0.003 0.007
H 1.05415 -6.10240 -5.09191 -0.001 -0.001 -0.002
H 2.35180 -2.97473 0.49608 0.093 0.062 0.000
H 0.58324 3.74763 -1.58668 -0.005 0.043 -0.037
H -4.12001 3.85537 0.75119 -0.034 -0.007 -0.071
H 4.32611 0.00372 0.27252 -0.021 0.046 0.071
H -4.51396 1.58939 0.61585 -0.044 0.055 -0.074
H 1.00604 -1.85343 0.77543 -0.005 -0.140 0.074
H 1.45817 3.48355 7.53184 0.030 -0.004 0.039
H -5.66265 -2.00081 -0.40364 -0.025 0.012 0.000
H 2.03965 -3.98921 -4.26467 -0.004 0.008 0.058
H 5.21112 0.13388 5.33164 0.013 -0.021 0.012
H -4.75110 3.06247 -1.65212 0.012 0.058 0.075
H 1.47155 -0.69688 3.38511 0.010 0.012 0.033
H 1.70354 -0.63789 -5.85154 0.014 0.009 0.012
H -3.26941 -3.05037 -4.78812 -0.003 -0.051 0.035
H -3.09448 -1.40464 0.23487 -0.063 0.036 -0.039
H 2.68538 -1.71770 -2.58299 -0.023 -0.045 -0.083
H -0.60236 4.58442 -0.56740 0.056 0.071 -0.065
H 3.29071 1.46997 -2.16312 -0.054 -0.055 -0.012
H -4.83078 -3.42884 -4.04789 0.028 -0.021 0.024
H -3.78250 0.56985 -0.63947 -0.015 0.043 0.010
H 1.14495 -2.69486 -0.76242 -0.054 -0.044 0.026
H -4.34820 -1.73671 -4.30469 0.015 0.003 -0.005
H 1.66860 1.80452 5.73992 0.009 -0.018 0.040
H 5.11483 -2.07208 6.44081 -0.013 -0.002 0.024
H -2.71872 -4.96606 -3.44404 -0.006 0.042 -0.024
H 0.63264 -2.35975 -3.06643 0.093 0.322 -0.037
H 3.13275 5.29136 7.73172 0.010 0.012 -0.003
H 3.03554 -0.26705 1.45652 0.104 -0.023 0.035
H -1.00385 4.16220 -2.25746 -0.046 -0.026 0.010
H 3.54285 1.82470 -0.42518 0.017 0.027 -0.013
```
Forces are in eV/Å.

**HOMO energy (spin up / spin down)**: -10.67 / -10.57 eV
**Relative energy (zero: lowest compared OMol25 entry of this formula, charge and spin)**: 78.0 kcal per mole
**Gap between HOMO and LUMO (spin up / spin down)**: 5.9 / 5.4 eV
**Total charge**: +1
**2S+1**: 4
**Lowest unoccupied orbital energy (spin up / spin down)**: -4.74 / -5.19 eV
**⟨S²⟩**: 3.78

---

DFT (ωB97M-V/def2-TZVPD) results for 2 unconnected molecules or ions with the total composition C21H28FO2Si at a distorted geometry.

XYZ file:
```
53
Properties=species:S:1:pos:R:3:forces:R:3
Si -2.87210 1.97084 0.23426 1.055 -0.542 0.231
F 0.41084 -5.56084 2.25878 0.775 1.413 -1.236
O -1.31151 1.22696 0.26638 -1.495 -0.065 -0.726
O -1.26045 0.64970 2.45460 -0.451 -1.035 1.396
C 2.98300 0.19453 -2.54644 -0.344 -0.087 0.548
C 1.78832 0.38806 -4.63706 0.307 -0.265 0.539
C 0.65937 -3.17159 -0.47692 -0.085 -0.315 0.183
C 2.13793 -1.11766 -0.66018 0.741 -1.225 -0.686
C 0.22041 -4.24721 0.28529 0.021 0.318 -0.403
C -2.64678 3.78946 0.56750 -0.107 0.150 -0.123
C 2.36848 -2.70020 1.18279 -0.114 0.248 -0.049
C 1.40999 1.53441 2.63793 1.019 -0.032 1.311
C 0.91261 -1.05091 -2.88518 0.278 0.134 -0.085
C 1.98373 -3.80871 1.91884 0.095 0.217 -0.142
C -3.31403 1.50877 -1.49915 -0.374 0.109 -0.355
C 1.25248 1.89404 0.07913 0.910 0.738 -1.271
C 1.99634 -0.70878 -2.02628 -0.232 0.647 -0.279
C -3.96740 1.19435 1.51894 -0.442 0.127 0.052
C -0.60758 1.06724 1.36823 3.460 0.371 -0.279
C 2.86993 0.74042 -3.81189 0.000 -0.064 -0.161
C 0.83848 -0.53044 -4.17263 -0.210 -0.134 0.093
C 0.88472 -4.54040 1.47309 -0.562 -0.749 1.050
C 0.73472 1.40959 1.35252 -3.813 -0.996 0.330
C 1.69696 -2.31272 -0.01956 -0.129 -0.139 0.425
C -1.20887 -0.77171 2.82903 0.108 0.956 -0.428
H 3.23077 -2.10755 1.49977 -0.371 -0.147 0.080
H -2.26111 3.98966 1.57747 -0.137 -0.146 -0.221
H 1.46516 0.56396 3.15946 0.150 0.363 0.073
H 2.49593 -4.08036 2.83699 -0.110 -0.026 -0.177
H -0.16157 -1.08851 2.92983 -0.252 0.083 0.062
H 0.01219 -0.83461 -4.82166 0.276 0.203 0.283
H -3.37252 0.41528 -1.60330 -0.049 0.282 0.098
H 1.70252 0.81586 -5.63465 -0.019 -0.101 0.247
H -4.28878 1.93639 -1.76620 0.158 -0.144 -0.141
H -4.97710 1.61253 1.37984 0.129 -0.198 0.102
H 3.82843 0.45546 -1.90136 -0.320 0.008 -0.280
H 2.32105 2.14581 0.15991 -0.205 0.019 -0.071
H -3.63333 4.26947 0.48189 0.255 0.032 0.062
H -1.74613 -0.85503 3.78186 0.260 0.065 -0.335
H -3.64919 1.41342 2.54778 -0.059 0.000 -0.398
H -4.03338 0.10498 1.40226 0.006 0.211 -0.008
H 2.86978 -0.54682 -0.07696 -0.224 -0.122 -0.221
H 1.15746 1.12525 -0.69726 -0.142 0.549 0.048
H -1.70640 -1.38212 2.06654 0.035 0.143 0.071
H 0.10719 -1.68368 -2.52450 0.189 0.352 -0.275
H 0.87963 2.23701 3.30810 0.285 -0.317 -0.177
H -0.63527 -4.84318 -0.02933 0.319 0.058 0.081
H -2.56301 1.86872 -2.21680 -0.201 0.005 0.219
H 0.72099 2.79046 -0.29152 0.244 -0.276 0.101
H 0.19579 -3.00456 -1.44143 -0.038 -0.106 0.417
H 2.43127 1.91325 2.49840 -0.160 -0.144 0.192
H 3.62035 1.45099 -4.16503 -0.245 -0.284 0.111
H -1.97030 4.27075 -0.15212 -0.187 -0.143 0.123
```
Forces are in eV/Å.

**HOMO energy**: -9.98 eV
**Relative energy (zero: lowest compared OMol25 entry of this formula, charge and spin)**: 41.0 kcal per mole
**Gap between HOMO and LUMO**: 4.1 eV
**Total charge**: +1
**Lowest unoccupied orbital energy**: -5.93 eV